Entry a
# C3H6S3

C3H6S3 as an isolated structure (ωB97M-V with the def2-TZVPD basis set, OMol25).

```
12
C3H6S3 ωB97M-V with the def2-TZVPD basis set
C 1.594 1.257 0.568
C 0.307 -1.111 -0.177
C -2.264 -0.302 -0.575
H 0.548 1.962 0.683
H 2.422 2.064 0.443
H 1.715 0.623 1.883
H 1.060 -1.532 0.473
H 0.125 -1.987 -1.007
H -2.190 -0.691 -1.877
S 1.455 -0.021 -0.881
S -1.131 -0.797 0.765
S -3.641 0.536 -0.299
```

HOMO energy, Eh: -0.3189
LUMO energy, eV: -0.5


Entry b
# C3H6S3

C3H6S3 as an isolated structure (ωB97M-V with the def2-TZVPD basis set, OMol25).

```
12
C3H6S3 ωB97M-V with the def2-TZVPD basis set
C 2.066 -0.330 -0.370
C -0.492 -0.259 0.538
C -1.944 -0.008 -0.014
H 2.821 0.047 -1.081
H 1.955 -1.463 -0.409
H 2.428 -0.127 0.689
H -0.258 -1.333 0.596
H -0.340 0.239 1.508
H -1.370 2.275 0.180
S 0.516 0.516 -0.736
S -2.409 1.567 -0.331
S -2.973 -1.122 -0.571
```

HOMO energy, Eh: -0.3216
LUMO energy, eV: -0.2


Stability check: which of them is most stable? entry b.


Entry a
# C8H17N

One molecule with the formula C8H17N (ωB97M-V with the def2-TZVPD basis set, OMol25).

```
26
C8H17N ωB97M-V with the def2-TZVPD basis set
H 3.275 2.017 -1.751
N 2.286 1.787 -1.617
C 2.044 0.835 -0.834
C 0.248 0.524 -0.474
C -0.133 1.603 0.513
C -0.469 0.686 -1.799
C 0.433 -0.847 0.015
C 1.037 -1.083 1.383
C -1.255 -1.495 0.053
C -2.189 -0.955 1.113
H 2.898 0.325 -0.346
H 0.260 2.545 0.115
H -1.210 1.713 0.608
H 0.304 1.488 1.502
H -0.230 1.658 -2.227
H -1.550 0.709 -1.668
H -0.171 -0.090 -2.500
H 0.900 -1.476 -0.743
H 2.111 -0.909 1.363
H 0.607 -0.444 2.149
H 0.868 -2.116 1.688
H -1.032 -2.548 0.234
H -1.695 -1.443 -0.940
H -1.711 -0.922 2.092
H -3.068 -1.599 1.209
H -2.558 0.038 0.862
```

HOMO energy, Eh: -0.3115
LUMO energy, eV: 0.9


Entry b
# C8H17N

One molecule with the formula C8H17N (ωB97M-V with the def2-TZVPD basis set, OMol25).

```
26
C8H17N ωB97M-V with the def2-TZVPD basis set
H -1.384 2.132 2.607
N -0.796 1.611 1.946
C -1.326 0.602 1.417
C -2.726 0.138 1.743
C -0.264 -0.553 0.447
C 0.630 -1.293 1.411
C 0.308 0.373 -0.513
C 1.481 1.230 -0.110
C 0.893 -0.854 -1.721
C 0.931 -0.196 -3.085
H -3.249 -0.070 0.806
H -3.291 0.881 2.315
H -2.692 -0.798 2.307
H -0.999 -1.220 -0.007
H 1.598 -1.525 0.972
H 0.156 -2.210 1.757
H 0.835 -0.654 2.273
H -0.459 0.944 -1.032
H 2.260 0.666 0.399
H 1.930 1.688 -0.991
H 1.177 2.079 0.497
H 1.890 -1.132 -1.380
H 0.283 -1.757 -1.741
H 1.559 0.695 -3.080
H 1.327 -0.875 -3.844
H -0.073 0.098 -3.397
```

HOMO energy, Eh: -0.3049
LUMO energy, eV: 1.0


Stability check: which of them is most stable? entry b.


Entry a
# C4H12NOS

A 2-piece molecular cluster, C4H12NOS overall (ωB97M-V with the def2-TZVPD basis set, OMol25).

```
19
C4H12NOS ωB97M-V with the def2-TZVPD basis set
C -1.647 -0.394 -1.695
N -1.123 -1.171 -0.550
C 0.106 -0.341 -0.047
C 0.705 -0.976 1.231
S 2.063 -0.196 2.194
C 1.057 0.063 -1.225
H -1.002 -0.384 -2.542
H -1.742 0.648 -1.275
H -2.641 -0.657 -1.966
H -0.608 -2.056 -0.782
H -0.159 0.642 0.499
H 1.161 -1.956 0.965
H -0.128 -1.264 1.930
H 2.151 0.083 -0.973
H 1.057 -0.571 -2.082
H 0.799 1.059 -1.632
H 0.360 1.903 3.001
H -0.489 2.690 2.017
O 0.080 2.877 2.931
```

HOMO energy, Eh: -0.0997
LUMO energy, eV: 3.5
Net charge: -1


Entry b
# C4H12NOS

A 2-piece molecular cluster, C4H12NOS overall (ωB97M-V with the def2-TZVPD basis set, OMol25).

```
19
C4H12NOS ωB97M-V with the def2-TZVPD basis set
C -2.538 -0.084 -0.652
N -1.639 -0.019 0.493
C -0.252 -0.379 0.067
C 0.728 -0.191 1.218
S 2.422 -0.635 0.749
C -3.960 0.246 -0.246
H -2.257 0.586 -1.477
H -2.520 -1.067 -1.142
H -1.566 0.994 0.630
H 0.076 0.215 -0.783
H -0.292 -1.416 -0.229
H 0.339 -0.803 2.043
H 0.618 0.834 1.599
H -4.004 1.245 0.210
H -4.661 0.310 -1.087
H -4.390 -0.447 0.440
H 2.334 0.565 -1.131
H 3.422 1.288 -1.876
O 2.467 1.201 -1.889
```

HOMO energy, Eh: -0.1023
LUMO energy, eV: 3.5
Net charge: -1


Stability check: which of them is most stable? entry b.


Entry a
# C4H12NOS

A 2-piece molecular cluster, C4H12NOS overall (ωB97M-V with the def2-TZVPD basis set, OMol25).

```
19
C4H12NOS ωB97M-V with the def2-TZVPD basis set
C -1.657 1.013 -2.947
N -0.530 1.083 -2.068
C -0.658 1.933 -0.903
O 0.583 2.152 -0.314
H -2.509 0.620 -2.387
H -1.461 0.287 -3.737
H -1.948 1.974 -3.403
H 0.396 1.128 -2.459
H -1.075 2.915 -1.177
H -1.332 1.441 -0.188
H 0.801 1.373 0.237
C 0.474 -3.291 1.485
C 0.388 -2.011 2.310
S 0.766 -0.534 1.319
H 1.500 -3.452 1.156
H -0.183 -3.214 0.620
H 0.166 -4.181 2.049
H 1.049 -2.080 3.177
H -0.625 -1.925 2.723
```

HOMO energy, Eh: -0.0947
LUMO energy, eV: 3.7
Net charge: -1


Entry b
# C4H12NOS

A 2-piece molecular cluster, C4H12NOS overall (ωB97M-V with the def2-TZVPD basis set, OMol25).

```
19
C4H12NOS ωB97M-V with the def2-TZVPD basis set
C 0.894 -0.472 2.819
N -0.090 -0.774 1.784
C 0.136 -0.026 0.525
C -0.887 -0.490 -0.517
S -1.138 0.755 -1.820
C 1.577 -0.089 -0.005
H 0.683 0.544 3.147
H 0.813 -1.163 3.663
H 1.939 -0.585 2.494
H -0.020 -1.751 1.521
H -0.064 1.029 0.728
H -0.534 -1.472 -0.882
H -1.807 -0.740 0.020
H 2.021 -1.093 0.018
H 2.175 0.656 0.513
H 1.531 0.110 -1.078
H -2.222 1.450 -3.664
H -2.193 2.267 -4.927
O -2.814 1.844 -4.339
```

HOMO energy, Eh: -0.0995
LUMO energy, eV: 3.6
Net charge: -1


Stability check: which of them is most stable? entry b.


Entry a
# C10H30BrO10

A 6-piece molecular cluster, C10H30BrO10 overall (ωB97M-V with the def2-TZVPD basis set, OMol25).

```
51
C10H30BrO10 ωB97M-V with the def2-TZVPD basis set
Br -0.022 -0.985 -0.246
C 1.844 2.071 -2.331
C 3.277 1.423 -2.224
O 3.679 0.976 -3.532
O 0.774 1.238 -2.673
H 1.884 2.880 -3.061
H 1.673 2.529 -1.355
H 3.347 0.598 -1.515
H 3.948 2.230 -1.927
H 4.635 1.038 -3.595
H 0.608 0.732 -1.871
C -1.521 -1.965 3.074
C -1.093 -0.652 3.787
O -0.116 -0.891 4.816
O -2.359 -2.861 3.874
H -0.614 -2.484 2.761
H -1.927 -1.639 2.117
H -1.977 -0.165 4.201
H -0.685 0.035 3.046
H -0.452 -1.602 5.367
H -1.851 -3.249 4.590
C -2.594 2.541 -0.787
C -1.853 2.200 0.566
O -2.426 1.132 1.324
O -2.407 1.404 -1.672
H -2.051 3.341 -1.291
H -3.652 2.729 -0.605
H -1.920 3.050 1.246
H -0.785 2.040 0.418
H -1.973 0.343 1.012
H -1.954 0.720 -1.171
C 2.510 -0.937 2.817
C 3.299 -0.601 4.144
O 2.452 -0.098 5.132
O 1.921 0.282 2.279
H 1.718 -1.651 3.043
H 3.200 -1.363 2.088
H 4.140 0.086 4.050
H 3.690 -1.552 4.509
H 1.530 -0.310 4.955
H 1.440 0.025 1.487
C -2.117 -1.489 -5.333
C -1.793 -1.023 -3.893
O -0.511 -1.452 -3.536
O -1.261 -0.831 -6.200
H -3.114 -1.188 -5.661
H -2.085 -2.562 -5.528
H -2.581 -1.429 -3.257
H -1.812 0.058 -3.749
H -0.543 -1.652 -2.597
H -1.522 -1.071 -7.092
```

HOMO energy, Eh: -0.2231
LUMO energy, eV: 2.5
Net charge: -1


Entry b
# C10H30BrO10

A 6-piece molecular cluster, C10H30BrO10 overall (ωB97M-V with the def2-TZVPD basis set, OMol25).

```
51
C10H30BrO10 ωB97M-V with the def2-TZVPD basis set
Br -8.352 19.049 9.799
C -2.887 19.214 9.786
C -4.306 19.678 9.993
O -4.943 18.795 10.868
O -2.028 19.125 10.935
H -2.436 19.859 9.031
H -2.945 18.213 9.359
H -4.796 19.735 9.021
H -4.409 20.672 10.429
H -5.824 18.758 10.489
H -1.108 18.955 10.716
C -7.256 17.054 4.766
C -7.556 17.193 6.288
O -8.005 18.491 6.541
O -8.270 17.364 3.878
H -7.025 16.015 4.532
H -6.349 17.528 4.391
H -6.613 17.102 6.826
H -8.219 16.350 6.483
H -7.960 18.552 7.498
H -8.004 17.175 2.975
C -11.180 21.896 8.041
C -12.329 22.411 7.152
O -12.108 22.067 5.792
O -10.917 20.518 7.963
H -11.201 22.217 9.082
H -10.275 22.402 7.706
H -12.410 23.497 7.195
H -13.284 21.965 7.432
H -12.680 22.574 5.212
H -10.074 20.386 8.402
C -8.012 23.367 10.927
C -7.234 22.410 11.791
O -8.094 21.354 12.372
O -8.219 22.706 9.650
H -7.364 24.228 10.759
H -8.962 23.651 11.379
H -6.892 22.961 12.667
H -6.344 22.012 11.303
H -8.335 20.645 11.770
H -8.319 21.767 9.825
C -9.668 15.215 10.251
C -10.363 15.435 8.841
O -10.864 16.723 8.705
O -10.701 15.362 11.216
H -8.915 15.989 10.400
H -9.124 14.271 10.249
H -11.205 14.745 8.772
H -9.691 15.164 8.027
H -10.256 17.285 9.192
H -10.280 15.272 12.074
```

HOMO energy, Eh: -0.2262
LUMO energy, eV: 2.7
Net charge: -1


Stability check: which of them is most stable? entry a.


Entry a
# CH2OS

One molecule with the formula CH2OS (ωB97M-V with the def2-TZVPD basis set, OMol25).

```
5
CH2OS ωB97M-V with the def2-TZVPD basis set
O -0.762 -0.558 -0.030
C 0.404 0.128 -0.072
S 1.840 -0.383 -0.019
H -1.635 -0.333 0.065
H 0.153 1.147 0.057
```

HOMO energy, Eh: -0.3361
LUMO energy, eV: 0.5


Entry b
# CH2OS

One molecule with the formula CH2OS (ωB97M-V with the def2-TZVPD basis set, OMol25).

```
5
CH2OS ωB97M-V with the def2-TZVPD basis set
O 1.620 -0.792 -0.001
C 0.707 -0.072 -0.074
S -1.129 -0.651 -0.074
H 0.652 1.052 -0.252
H -1.850 0.463 0.401
```

HOMO energy, Eh: -0.3682
LUMO energy, eV: 0.7


Stability check: which of them is most stable? entry b.


Entry a
# C5H6N2S

One molecule with the formula C5H6N2S (ωB97M-V with the def2-TZVPD basis set, OMol25).

```
14
C5H6N2S ωB97M-V with the def2-TZVPD basis set
N -2.051 2.092 -2.062
C -1.328 1.441 -1.453
C -0.311 0.500 -0.950
C -0.918 -0.447 0.115
C 0.333 -0.033 1.016
C 1.310 -1.168 0.988
S 2.560 -1.317 -0.009
N 0.581 1.040 0.108
H 0.195 -0.037 -1.783
H -1.819 -0.007 0.557
H -1.226 -1.507 -0.058
H 0.116 0.274 2.024
H 1.057 -1.965 1.731
H 1.500 1.134 -0.223
```

HOMO energy, Eh: -0.3444
LUMO energy, eV: -0.6


Entry b
# C5H6N2S

C5H6N2S as an isolated structure (ωB97M-V with the def2-TZVPD basis set, OMol25).

```
14
C5H6N2S ωB97M-V with the def2-TZVPD basis set
C -1.515 1.730 -0.716
C -0.904 1.236 0.357
C -0.257 0.224 -1.771
C 0.948 -1.038 0.043
C 0.953 -1.134 1.550
N -1.168 1.173 -1.892
N 0.164 -0.054 -0.479
S 1.798 -1.948 -1.051
H -2.153 2.528 -0.624
H -0.979 1.096 1.435
H 0.178 -0.390 -2.529
H 1.115 -0.271 2.088
H 1.850 -1.742 1.783
H -0.031 -1.409 1.807
```

HOMO energy, Eh: -0.3242
LUMO energy, eV: -0.6


Entry c
# C5H6N2S

C5H6N2S as an isolated structure (ωB97M-V with the def2-TZVPD basis set, OMol25).

```
14
C5H6N2S ωB97M-V with the def2-TZVPD basis set
C 1.648 -0.828 -0.003
C -0.154 0.573 -1.178
C -1.003 1.588 -0.974
C 0.045 0.698 1.277
C 0.458 -0.040 0.015
N 2.670 -1.364 0.031
N -0.640 -1.673 0.112
S -1.260 1.833 0.701
H 0.132 0.125 -2.210
H -1.546 2.057 -1.745
H -0.244 0.034 2.018
H 0.713 1.379 1.912
H -0.265 -2.275 0.836
H -0.555 -2.107 -0.792
```

HOMO energy (alpha / beta), Eh: -0.3112 / -0.3112
LUMO energy (alpha / beta), eV: 0.0 / 0.0


Entry d
# C5H6N2S

One molecule with the formula C5H6N2S (ωB97M-V with the def2-TZVPD basis set, OMol25).

```
14
C5H6N2S ωB97M-V with the def2-TZVPD basis set
C 0.832 1.091 -0.454
C 0.080 0.030 -0.136
C 0.723 -1.313 0.361
C -1.386 0.271 -0.040
N -2.031 1.351 -0.121
C -3.342 1.124 0.120
N -3.746 -0.096 0.403
S -2.471 -1.163 0.256
H 1.848 0.937 -0.236
H 0.522 2.073 -0.869
H 1.374 -1.675 -0.528
H 1.212 -1.334 1.338
H -0.099 -2.186 0.510
H -4.059 1.911 0.086
```

HOMO energy, Eh: -0.3396
LUMO energy, eV: 0.1


Stability check: which of them is most stable? entry d.


Entry a
# C24H28N2O2

One molecule with the formula C24H28N2O2 (ωB97M-V with the def2-TZVPD basis set, OMol25).

```
56
C24H28N2O2 ωB97M-V with the def2-TZVPD basis set
C -4.430 -4.635 0.110
C -4.293 -3.147 -0.008
C -4.357 -2.523 -1.249
C -4.229 -1.157 -1.375
C -4.015 -0.339 -0.258
N -3.953 1.042 -0.415
C -3.156 1.604 -1.484
C -1.703 1.806 -1.030
N -1.682 2.686 0.121
C -0.378 3.181 0.486
C 0.675 2.138 0.929
O 1.307 2.635 2.086
C 1.715 1.866 -0.162
O 2.580 0.869 0.341
C 3.637 0.466 -0.422
C 3.938 0.963 -1.665
C 5.057 0.488 -2.366
C 5.866 -0.472 -1.834
C 5.585 -1.012 -0.561
C 6.393 -2.010 0.022
C 6.100 -2.521 1.255
C 4.982 -2.060 1.964
C 4.178 -1.092 1.428
C 4.457 -0.545 0.160
C -2.446 2.118 1.217
C -3.888 1.912 0.739
C -3.962 -0.970 0.988
C -4.102 -2.341 1.103
H -4.422 -4.944 1.152
H -3.610 -5.135 -0.406
H -5.362 -4.970 -0.345
H -4.521 -3.122 -2.135
H -4.318 -0.717 -2.356
H -3.174 0.959 -2.360
H -3.582 2.576 -1.750
H -1.131 2.274 -1.836
H -1.263 0.816 -0.812
H -0.504 3.869 1.325
H 0.012 3.752 -0.362
H 0.179 1.183 1.167
H 2.066 2.068 2.273
H 2.273 2.790 -0.367
H 1.225 1.525 -1.082
H 3.327 1.724 -2.125
H 5.268 0.902 -3.341
H 6.728 -0.833 -2.376
H 7.253 -2.364 -0.529
H 6.726 -3.286 1.692
H 4.759 -2.475 2.936
H 3.312 -0.735 1.964
H -2.426 2.819 2.053
H -2.033 1.154 1.557
H -4.516 1.521 1.538
H -4.289 2.883 0.431
H -3.805 -0.400 1.890
H -4.052 -2.790 2.086
```

HOMO energy, Eh: -0.2734
LUMO energy, eV: 0.7


Entry b
# C24H28N2O2

One molecule with the formula C24H28N2O2 (ωB97M-V with the def2-TZVPD basis set, OMol25).

```
56
C24H28N2O2 ωB97M-V with the def2-TZVPD basis set
O 1.805 3.100 -2.301
C 0.727 2.537 -1.578
C -0.470 3.526 -1.657
C -1.690 3.056 -0.959
C -2.751 2.296 -1.360
C -3.573 2.205 -0.202
C -4.845 1.517 -0.041
C -5.567 1.671 1.142
C -6.777 1.027 1.310
C -7.283 0.222 0.301
C -6.571 0.062 -0.875
C -5.359 0.704 -1.049
N -3.018 2.869 0.787
O -1.861 3.395 0.331
C 1.114 2.263 -0.121
C 2.237 1.231 -0.052
N 1.804 -0.010 -0.665
C 2.747 -1.093 -0.442
C 2.091 -2.461 -0.616
C 3.019 -3.595 -0.161
C 3.307 -3.521 1.312
C 2.332 -3.885 2.233
C 2.574 -3.795 3.592
C 3.798 -3.337 4.050
C 4.777 -2.974 3.142
C 4.531 -3.066 1.783
C 1.535 0.212 -2.074
C 0.388 1.203 -2.246
H 2.136 3.866 -1.818
H -0.695 3.693 -2.711
H -0.159 4.474 -1.208
H -2.922 1.883 -2.331
H -5.157 2.302 1.915
H -7.331 1.153 2.229
H -8.230 -0.281 0.432
H -6.961 -0.568 -1.662
H -4.810 0.567 -1.968
H 0.249 1.874 0.414
H 1.433 3.189 0.366
H 3.138 1.635 -0.551
H 2.483 1.037 0.995
H 3.626 -1.011 -1.107
H 3.101 -1.016 0.589
H 1.172 -2.476 -0.028
H 1.826 -2.625 -1.661
H 3.953 -3.540 -0.724
H 2.540 -4.550 -0.389
H 1.377 -4.246 1.881
H 1.807 -4.083 4.296
H 3.988 -3.266 5.111
H 5.735 -2.618 3.492
H 5.300 -2.782 1.078
H 2.427 0.603 -2.595
H 1.255 -0.736 -2.534
H -0.511 0.794 -1.787
H 0.209 1.369 -3.309
```

HOMO energy, Eh: -0.3138
LUMO energy, eV: 0.7


Stability check: which of them is most stable? entry a.